Record 1
Density functional theory data (ωB97M-V/def2-TZVPD) for an isolated ion of composition C5H14N3 and charge +1 in a non-equilibrium geometry.

Last column: Löwdin spin population.
Positions of all 22 atoms, in Å:
C (-2.18404, -0.01697, -0.51722)  0.015
C (-1.31614, 0.66619, 0.58666)  0.113
C (-0.89338, -0.68946, -1.13377)  0.043
C (-0.17930, -0.18254, 0.14690)  0.448
C (1.85004, 0.68891, 1.23768)  0.077
N (-0.01588, -1.52312, 1.19980)  0.346
N (1.14415, 0.23378, 0.10334)  0.630
N (1.73111, 0.19529, -1.17315)  0.079
H (-2.90074, -0.67807, -0.03046)  0.004
H (-2.78412, 0.63948, -1.23415)  0.002
H (-1.11533, 1.73754, 0.33442)  0.016
H (-1.73760, 0.68526, 1.60858)  0.023
H (-1.07330, -1.69739, -1.46860)  0.017
H (-0.53920, -0.12778, -2.01270)  0.010
H (1.16043, 0.69115, 2.13178)  0.003
H (2.54253, -0.14898, 1.47133)  0.040
H (2.22366, 1.65284, 1.19300)  0.017
H (0.76003, -1.80464, 0.67501)  0.021
H (-0.80474, -2.11486, 1.33219)  0.030
H (0.23334, -1.08192, 2.07230)  0.021
H (1.92432, 1.09960, -1.50328)  0.022
H (2.59666, -0.45823, -1.28637)  0.024

Output
- Total charge: +1
- Expectation value of S²: 2.005
- HOMO (spin up / spin down): -7.58 / -14.64 eV
- E_LUMO (spin up / spin down): -3.133 / -7.354 eV
- Spin multiplicity: 3
- HOMO-LUMO gap (spin up / spin down): 4.442 / 7.283 eV

***

Record 2
Density functional theory data (ωB97M-V/def2-TZVPD) for a single C10H11NO molecule in a non-equilibrium geometry.

Last column: Löwdin charge in e.
Positions of all 23 atoms, in Å:
C (-1.08054, -1.01917, -2.34701)  -0.106
C (0.18093, -1.25910, -2.71563)  -0.135
C (-1.35724, -0.32295, -1.15016)  0.013
C (1.31752, -0.78121, -2.07439)  0.006
C (-0.25323, 0.08824, -0.27088)  -0.167
C (1.06576, -0.12907, -0.81385)  -0.163
C (-0.40821, 2.24382, 1.06723)  -0.275
C (1.84461, 0.17263, 1.36035)  -0.014
C (-0.62213, 0.79867, 0.93078)  -0.211
C (-1.34291, -0.06335, 1.98289)  -0.044
N (2.12348, 0.36127, 0.06968)  -0.046
O (-0.65131, 2.94718, 2.04300)  -0.004
H (-1.90107, -1.37051, -2.95143)  0.104
H (0.31212, -1.77217, -3.61663)  0.088
H (-2.35180, 0.14927, -1.06543)  0.122
H (2.32835, -0.95629, -2.44395)  0.110
H (-0.10196, 2.78567, 0.19967)  0.106
H (2.32889, 0.82288, 2.09836)  0.089
H (1.70884, -0.81640, 1.81935)  0.097
H (-2.43768, 0.09491, 1.76959)  0.098
H (-1.13287, 0.17850, 2.98070)  0.054
H (-1.26865, -1.13062, 1.80640)  0.074
H (2.73172, 1.18184, -0.36094)  0.207

Output
- HOMO (spin up / spin down): -7.66 / -7.03 eV
- E_LUMO (spin up / spin down): 0.044 / -0.537 eV
- HOMO-LUMO gap (spin up / spin down): 7.707 / 6.489 eV

***

Record 3
Density functional theory data (ωB97M-V/def2-TZVPD) for an isolated ion of composition C4H10NO and charge -1 in a non-equilibrium geometry.

Last column: Löwdin charge in e.
Positions of all 16 atoms, in Å:
C (-0.99685, 1.29947, 0.14711)  -0.100
C (-0.46956, 0.13069, -0.68087)  -0.426
C (0.75796, -0.49473, 0.13689)  -0.177
C (0.40926, -1.52428, 1.40552)  -0.516
O (-0.90795, -1.80805, 1.59324)  -0.396
N (0.15685, 0.43771, -2.03396)  -0.033
H (-1.56025, 0.94274, 1.03353)  0.086
H (-1.64889, 1.99398, -0.31530)  0.037
H (-0.16162, 1.84003, 0.51920)  0.043
H (-1.24060, -0.64016, -0.92274)  0.123
H (1.21850, 0.41976, 0.61755)  0.065
H (1.63186, -1.02019, -0.48626)  0.105
H (0.93137, -1.07579, 2.29731)  0.060
H (0.93501, -2.44366, 1.03392)  0.050
H (1.16509, 0.59346, -1.95403)  0.028
H (-0.22017, 1.34902, -2.39111)  0.051

Output
- Total charge: -1
- HOMO: -2.15 eV
- E_LUMO: 4.199 eV
- HOMO-LUMO gap: 6.347 eV

***

Record 4
Density functional theory data (ωB97M-V/def2-TZVPD) for a single C4H3NO molecule in a non-equilibrium geometry.

Last column: Löwdin charge in e.
Positions of all 9 atoms, in Å:
C (-1.81508, -1.15979, 0.66339)  -0.131
C (-1.60998, -2.10976, -0.16046)  -0.288
C (-0.05216, 0.46292, 0.11594)  -0.003
C (1.13041, 1.37097, -0.08659)  -0.063
N (-0.88517, -0.22757, 0.61405)  0.052
O (-1.32751, -2.94983, -0.91054)  0.137
H (2.00104, 0.71488, 0.26300)  0.094
H (1.28795, 2.27221, 0.65940)  0.122
H (1.27051, 1.62598, -1.15818)  0.079

Output
- HOMO: -8.17 eV
- E_LUMO: 0.117 eV
- HOMO-LUMO gap: 8.288 eV

***

Total energy across the listed records, respectively: -9867.305, -14081.914, -7846.295, -7729.701 eV.
Energy above the lowest of the compared OMol25 structures with the same formula, charge and spin across the listed records, respectively: 105.3, 107.8, 28.6, 70.2 kcal/mol.